Formula: C24H64N2O9
Source: the OMol25 dataset
Level of theory: ωB97M-V/def2-TZVPD

Each line ends with the Löwdin charge.
Geometry (Å):
C  12.8555  10.7596  13.0348  -0.1356
O  13.1101  12.1754  13.0257  -0.1199
H  11.9350  10.6450  13.6072  0.0775
H  12.6949  10.3505  12.0373  0.0454
H  13.5843  10.2050  13.6258  0.0813
H  13.7879  12.3685  13.6775  0.0695
C  7.9667  10.0194  8.3290  -0.1755
O  8.4361  11.3341  8.2951  -0.1141
H  8.5827  9.3691  7.7080  0.0602
H  8.1032  9.5737  9.3143  0.0688
H  6.9669  10.0506  7.8958  0.0841
H  9.3917  11.3733  8.3776  0.0340
C  11.8144  8.4839  7.6851  -0.1244
O  12.2389  7.8556  8.8747  -0.1258
H  12.6378  8.9893  7.1803  0.0735
H  11.4664  7.7207  6.9890  0.0888
H  11.1297  9.3236  7.8042  0.0700
H  12.8087  7.1111  8.6682  0.0984
C  14.9897  8.0430  10.8152  -0.2101
O  15.8021  8.3350  11.8699  -0.0898
H  15.5441  7.7355  9.9286  0.0769
H  14.2259  7.3362  11.1397  0.0738
H  14.4921  8.9502  10.4724  0.0572
H  15.6654  7.6965  12.5736  0.0851
C  11.2920  7.6742  12.2090  -0.0986
O  10.9261  8.6182  11.1846  -0.1740
H  12.3609  7.6878  12.4222  0.0656
H  10.7001  7.9688  13.0756  0.0881
H  11.0070  6.6754  11.8784  0.0869
H  11.5014  8.4381  10.4375  0.0312
C  12.6447  11.5820  9.3734  -0.1245
O  11.2582  11.3346  9.3269  -0.1183
H  13.0976  10.7490  9.9109  0.0607
H  13.1195  11.6177  8.3929  0.0669
H  12.8651  12.5568  9.8084  0.0759
H  10.9372  10.8121  10.0656  0.0624
O  9.1896  10.2333  12.2885  -0.0575
H  8.4551  9.6196  12.3024  0.0322
H  9.9272  9.7174  11.9630  -0.0519
C  19.5929  12.5289  5.6102  -0.0284
C  19.0317  12.6569  7.0529  -0.4824
C  18.1612  13.9228  7.2500  -0.1377
C  16.7050  13.8323  6.8358  -0.1863
C  16.0676  12.5643  7.3183  -0.1460
C  16.8527  11.2514  6.9786  -0.4337
N  18.2680  11.4602  7.5063  -0.1351
O  18.9852  10.3106  7.5539  -0.0175
C  16.2689  10.2443  8.0115  -0.0563
C  16.7885  10.7312  5.5486  -0.0187
C  20.2604  12.8698  7.9596  -0.0503
H  18.8235  13.0142  5.0095  0.0657
H  19.8444  11.5112  5.3118  0.0856
H  20.4893  13.1349  5.4786  0.0754
H  18.1326  14.2301  8.2954  0.1116
H  18.6329  14.6918  6.6383  0.1230
H  16.7303  13.8339  5.7461  0.1107
H  16.1643  14.6576  7.2990  0.0940
H  15.0094  12.4902  7.0677  0.1125
H  16.0020  12.6856  8.3995  0.1057
H  15.2412  10.0357  7.7143  0.0676
H  16.6742  9.2324  8.0177  0.0728
H  16.2609  10.6118  9.0376  0.0881
H  17.2721  9.7620  5.4269  0.0838
H  15.7571  10.5140  5.2709  0.0813
H  17.2543  11.4011  4.8258  0.0692
H  19.8980  13.0947  8.9627  0.0774
H  20.9008  13.6988  7.6586  0.0826
H  20.8766  11.9713  7.9909  0.0789
H  18.8823  9.9278  8.4282  0.1069
C  14.5853  19.2955  12.5171  -0.0384
C  15.4737  18.0258  12.5532  -0.4514
C  14.9621  17.0732  13.7000  -0.1013
C  13.6520  16.2995  13.2660  -0.1644
C  13.9929  15.5107  11.9918  -0.1465
C  14.4553  16.4345  10.8294  -0.5103
N  15.5299  17.3434  11.2172  -0.1375
O  16.0507  18.0252  10.1489  -0.0040
C  14.9560  15.4969  9.7540  -0.0538
C  13.1590  17.1402  10.3709  -0.0236
C  16.9482  18.4479  12.8726  -0.0369
H  14.5021  19.8513  13.4510  0.0780
H  13.5389  19.0845  12.2965  0.0648
H  14.9544  20.0262  11.7975  0.0817
H  15.7162  16.3794  14.0717  0.1126
H  14.4853  17.6701  14.4774  0.1084
H  12.7989  16.9599  13.1106  0.0933
H  13.4161  15.6001  14.0680  0.1031
H  13.2756  14.7896  11.5999  0.1129
H  14.8779  14.9585  12.3080  0.1119
H  14.2066  14.7651  9.4524  0.0768
H  15.3617  16.0312  8.8949  0.0741
H  15.7953  14.9053  10.1195  0.0867
H  13.3447  18.0545  9.8072  0.0865
H  12.6066  16.3860  9.8103  0.0820
H  12.4725  17.4248  11.1682  0.0616
H  17.3624  19.1254  12.1259  0.0740
H  17.5357  17.5394  13.0053  0.0782
H  16.9166  18.9900  13.8177  0.0789
H  16.9274  17.6574  10.0164  0.1078

Summary:
structure (SMILES): CC1(C)CCCC(C)(C)N1O.CC1(C)CCCC(C)(C)N1O.CO.CO.CO.CO.CO.CO.O
E: -1739.24779 a.u.
total charge: 0


Formula: C24H64O24S8
Source: the OMol25 dataset
Level of theory: ωB97M-V/def2-TZVPD

Each line ends with the Löwdin charge.
Geometry (Å):
O  -3.5093  -1.6175  4.7581  -0.2698
S  -3.7266  -3.0182  4.8007  0.5336
O  -2.6511  -3.8642  4.3937  -0.2706
O  -4.2902  -3.5513  6.1611  -0.2574
C  -3.3636  -3.5358  7.3170  -0.2232
C  -3.5100  -4.8236  8.0673  -0.0659
C  -5.1082  -3.3880  3.7650  -0.1005
H  -3.6505  -2.6686  7.9213  0.1250
H  -2.3356  -3.3458  6.9900  0.1213
H  -4.5493  -5.0012  8.3419  0.0849
H  -2.9513  -4.7860  9.0077  0.0868
H  -3.1066  -5.6806  7.5289  0.0709
H  -4.7231  -3.3417  2.7506  0.0752
H  -5.9179  -2.6743  3.8576  0.0766
H  -5.3936  -4.3999  4.0366  0.0718
O  -3.7635  1.0399  1.0829  -0.2402
S  -2.5701  0.3180  0.8643  0.5856
O  -2.4869  -0.7695  -0.0559  -0.2954
O  -1.4565  1.3879  0.4091  -0.2653
C  -0.1195  1.0012  0.0870  -0.2647
C  0.4802  1.7710  -1.0765  -0.0409
C  -1.8088  -0.3247  2.3913  -0.0682
H  -0.0973  -0.0808  -0.0852  0.1173
H  0.5353  1.1898  0.9465  0.1169
H  0.2890  1.2501  -2.0175  0.0588
H  1.5629  1.8393  -1.0150  0.0623
H  0.0644  2.7769  -1.1171  0.0713
H  -1.3187  -1.2271  2.0566  0.0501
H  -2.7113  -0.4767  2.9731  0.0378
H  -1.1094  0.3848  2.8059  0.0737
O  0.6107  -5.8642  2.9252  -0.2730
S  -0.4701  -5.8753  2.0135  0.5599
O  -0.4468  -6.6416  0.8134  -0.2680
O  -1.7579  -6.3347  2.8322  -0.2825
C  -1.6875  -7.6096  3.5171  -0.2452
C  -2.6332  -7.5100  4.7123  -0.0654
C  -1.0325  -4.2171  1.6220  -0.1022
H  -0.6856  -7.8704  3.8641  0.1152
H  -1.9950  -8.3908  2.8160  0.1205
H  -3.6745  -7.3666  4.4478  0.0764
H  -2.3309  -6.6584  5.3292  0.0620
H  -2.4387  -8.3624  5.3762  0.0814
H  -1.0003  -3.6217  2.5222  0.0299
H  -2.0688  -4.3312  1.3177  0.0743
H  -0.3839  -4.0166  0.7758  0.0744
O  0.0228  6.6114  -4.8838  -0.2326
S  0.4826  6.2740  -3.6039  0.5356
O  0.0547  5.1000  -2.9225  -0.2888
O  2.0614  6.2533  -3.7306  -0.2642
C  2.9025  5.2096  -3.1330  -0.1963
C  2.8241  5.2739  -1.6184  -0.0846
C  0.2738  7.6329  -2.4912  -0.0978
H  3.8813  5.5122  -3.4767  0.1248
H  2.4971  4.2413  -3.4218  0.1114
H  3.0995  6.2521  -1.1993  0.0831
H  3.4199  4.5143  -1.1132  0.0755
H  1.7993  5.2158  -1.2378  0.0585
H  0.8110  7.4265  -1.5676  0.0644
H  -0.7933  7.6206  -2.2802  0.0536
H  0.7450  8.5143  -2.9083  0.0790
O  1.1168  -2.8285  3.8770  -0.2378
S  2.2790  -2.4891  3.1725  0.5532
O  2.3760  -2.5398  1.7529  -0.2708
O  2.6471  -0.9791  3.5442  -0.2711
C  3.6778  -0.3526  2.8100  -0.3117
C  4.1748  0.8088  3.6177  -0.0531
C  3.7125  -3.2313  3.9267  -0.0994
H  3.3323  -0.1329  1.8078  0.1140
H  4.5272  -1.0369  2.6734  0.1140
H  4.5339  0.4263  4.5718  0.0823
H  3.3005  1.4103  3.8709  0.0852
H  4.9701  1.2977  3.0700  0.0839
H  4.5165  -3.2669  3.2057  0.0676
H  3.4147  -4.2305  4.2414  0.0754
H  3.9320  -2.6579  4.8185  0.0754
O  6.0161  3.1051  -2.6929  -0.2786
S  6.3828  1.9463  -1.9729  0.5583
O  6.5349  1.9821  -0.5652  -0.2623
O  5.3858  0.7732  -2.4019  -0.2702
C  4.0384  1.1374  -2.8411  -0.2464
C  3.2109  -0.0892  -3.0342  -0.0751
C  7.8087  1.1973  -2.7677  -0.0902
H  4.2136  1.5500  -3.8454  0.1251
H  3.5010  1.8915  -2.2653  0.0981
H  3.4848  -0.6997  -3.9081  0.0848
H  2.1560  0.1219  -3.2136  0.0554
H  3.2737  -0.8532  -2.2530  0.0919
H  8.3180  1.9788  -3.3165  0.0686
H  7.4758  0.4216  -3.4387  0.0663
H  8.3600  0.8263  -1.9093  0.0656
O  -2.8965  -2.5305  -4.2071  -0.2317
S  -1.5060  -2.4262  -4.2796  0.5452
O  -0.6182  -3.4530  -3.8757  -0.2606
O  -1.1848  -2.1131  -5.8048  -0.2424
C  0.1457  -2.2422  -6.2396  -0.2858
C  0.4781  -3.6852  -6.7198  -0.0617
C  -1.0242  -0.8916  -3.5075  -0.1031
H  0.9055  -1.8446  -5.5583  0.1064
H  0.2647  -1.6614  -7.1618  0.1203
H  0.1834  -4.4351  -5.9755  0.0655
H  1.5340  -3.7826  -6.9376  0.0756
H  -0.2670  -3.9083  -7.4917  0.0820
H  -1.4959  -0.1283  -4.1234  0.0787
H  0.0451  -0.7932  -3.6550  0.0392
H  -1.4485  -0.9679  -2.5111  0.0583
O  -4.6940  4.7213  -1.5288  -0.2642
S  -4.0420  4.6935  -2.7972  0.5665
O  -4.7777  4.4194  -3.9834  -0.2595
O  -3.2747  6.0759  -3.0550  -0.2730
C  -4.0493  7.2754  -2.8140  -0.2504
C  -3.8751  7.8053  -1.4050  -0.0821
C  -2.6172  3.6801  -2.6870  -0.1339
H  -5.1026  7.1565  -3.0720  0.1232
H  -3.6245  8.0494  -3.4563  0.1205
H  -2.8406  7.7058  -1.0659  0.0680
H  -4.4300  7.2784  -0.6216  0.0742
H  -4.2077  8.8437  -1.3457  0.0804
H  -2.0145  3.8959  -1.8114  0.0600
H  -2.0830  3.7500  -3.6231  0.0679
H  -2.9435  2.6607  -2.4628  0.0810

Summary:
structure (SMILES): CCOS(C)(=O)=O.CCOS(C)(=O)=O.CCOS(C)(=O)=O.CCOS(C)(=O)=O.CCOS(C)(=O)=O.CCOS(C)(=O)=O.CCOS(C)(=O)=O.CCOS(C)(=O)=O
E: -5943.92954 a.u.
total charge: 0


Formula: C24H64O8
Source: the OMol25 dataset
Level of theory: ωB97M-V/def2-TZVPD

Each line ends with the Löwdin charge.
Geometry (Å):
C  0.2354  -0.7441  -3.1277  -0.0543
C  -0.9625  -1.6293  -3.4292  -0.4771
C  -0.8006  -2.3998  -4.7267  -0.0606
O  -1.1455  -2.5521  -2.3400  -0.0677
H  1.1419  -1.3474  -3.0122  0.0780
H  0.1126  -0.0756  -2.2785  0.0603
H  0.4339  -0.0997  -3.9940  0.0768
H  -1.8263  -0.9646  -3.4896  0.1406
H  0.0433  -3.0910  -4.6678  0.0822
H  -0.7122  -1.6845  -5.5472  0.0820
H  -1.6733  -3.0231  -4.9290  0.0778
H  -0.3733  -3.1278  -2.3272  0.0713
C  -1.5312  2.8327  4.7781  -0.0639
C  -1.4860  3.9196  3.7103  -0.4884
C  -0.0623  4.1935  3.2281  -0.0567
O  -2.3142  3.5790  2.6064  -0.0643
H  -1.1704  3.2308  5.7307  0.0771
H  -0.8493  2.0132  4.5189  0.0727
H  -2.5106  2.3746  4.9029  0.0697
H  -1.9236  4.8310  4.1220  0.1326
H  0.5253  4.7332  3.9730  0.0775
H  -0.1547  4.8391  2.3534  0.0782
H  0.4429  3.2670  2.9565  0.0595
H  -1.9720  2.7728  2.1891  0.0395
C  0.0917  -5.3744  0.8716  -0.0434
C  -0.5432  -4.5346  1.9577  -0.4677
C  -0.2723  -4.9663  3.3822  -0.0440
O  -0.1316  -3.1541  1.7944  -0.0927
H  -0.1629  -4.9412  -0.0989  0.0781
H  -0.3677  -6.3645  0.8472  0.0865
H  1.1762  -5.4182  0.9406  0.0697
H  -1.6193  -4.5115  1.7362  0.1248
H  -0.7540  -5.9136  3.6308  0.0835
H  -0.7223  -4.2448  4.0700  0.0698
H  0.8023  -4.9738  3.5609  0.0805
H  -0.8804  -2.5900  2.0485  0.0489
C  -4.0696  -3.1962  3.2987  -0.0435
C  -3.6319  -1.7592  3.0586  -0.4441
C  -3.2183  -1.0718  4.3305  -0.0399
O  -2.5066  -1.7412  2.1464  -0.0939
H  -5.0109  -3.2765  3.8417  0.0865
H  -3.3251  -3.7147  3.9081  0.0773
H  -4.1484  -3.7258  2.3469  0.0803
H  -4.4153  -1.1602  2.5807  0.1469
H  -2.8097  -0.0732  4.1778  0.0689
H  -2.4638  -1.6544  4.8712  0.0889
H  -4.0623  -1.0181  5.0200  0.0921
H  -2.7883  -2.1425  1.3131  0.1177
C  3.5148  -3.6764  1.2705  -0.0553
C  3.0839  -2.5734  0.3043  -0.5007
C  4.0944  -2.3776  -0.8148  -0.0487
O  1.8454  -2.8871  -0.3142  -0.0723
H  2.7668  -3.7671  2.0619  0.0650
H  4.4440  -3.4000  1.7742  0.0804
H  3.6156  -4.6227  0.7400  0.0808
H  2.9596  -1.6569  0.8980  0.1267
H  4.9885  -1.9345  -0.3779  0.0830
H  3.6551  -1.7914  -1.6172  0.0527
H  4.3188  -3.3654  -1.2241  0.0825
H  1.1270  -2.8936  0.3370  0.0395
C  -0.7610  2.1931  -0.2575  -0.0471
C  -0.7317  0.8651  0.4531  -0.4549
C  0.6350  0.5225  1.0310  -0.0320
O  -1.7001  0.9238  1.5155  -0.0724
H  -0.2613  2.2015  -1.2282  0.0508
H  -0.2467  2.9898  0.2943  0.0811
H  -1.7833  2.5456  -0.4010  0.0930
H  -1.0242  0.0727  -0.2462  0.1315
H  0.9933  1.3029  1.7073  0.0714
H  1.3805  0.4694  0.2294  0.0734
H  0.6069  -0.4222  1.5742  0.0705
H  -1.8848  0.0092  1.7763  0.0476
C  -0.0600  5.0062  -4.4292  -0.0479
C  -0.9102  4.1345  -3.5013  -0.5082
C  -2.3828  4.4903  -3.5129  -0.0560
O  -0.7173  2.7605  -3.8281  -0.0712
H  0.9839  5.0034  -4.1150  0.0553
H  -0.4138  6.0382  -4.4509  0.0747
H  -0.1117  4.5829  -5.4329  0.0849
H  -0.5816  4.2701  -2.4596  0.1233
H  -2.5598  5.5064  -3.1631  0.0790
H  -2.8593  3.8226  -2.7894  0.0747
H  -2.8443  4.3671  -4.4933  0.0828
H  0.1836  2.5446  -3.5437  0.0337
C  3.8706  1.1695  -2.3769  -0.0492
C  2.9012  2.3517  -2.3883  -0.4403
C  3.5574  3.7141  -2.2912  -0.0441
O  2.1693  2.2945  -3.6667  -0.0904
H  4.7423  1.4971  -2.9583  0.0844
H  3.4800  0.2424  -2.7784  0.0652
H  4.2519  1.0659  -1.3577  0.0871
H  2.1054  2.1759  -1.6588  0.1163
H  4.3510  3.7545  -3.0408  0.0837
H  3.9748  3.8302  -1.2881  0.0869
H  2.8667  4.5192  -2.5234  0.0695
H  2.7323  1.8042  -4.2729  0.0858

Summary:
structure (SMILES): CC(C)O.CC(C)O.CC(C)O.CC(C)O.CC(C)O.CC(C)O.CC(C)O.CC(C)O
E: -1554.72919 a.u.
total charge: 0


The calculation returns the following gap between HOMO and LUMO values, one per record and in order: 8.087 10.470 10.142 eV.